The following is a quantum chemistry calculation of a molecular structure, C11H14N2O4P2PbS, from the Open Molecules 2025 dataset.

Values from the calculation:
net charge: +2
2S+1: 1
Kohn-Sham gap: 4.33 eV

Structure (XYZ):
```
35
Properties=species:S:1:pos:R:3:forces:R:3
C 1.751 -4.180 1.735 -0.999 -0.111 -0.182
C 2.242 -2.688 1.813 0.857 -1.115 1.273
O 2.756 -2.156 0.591 -1.565 -0.116 0.355
C 1.759 -1.991 -0.410 0.132 0.897 -1.605
C 0.896 -0.685 -0.246 -2.024 0.120 1.416
C -0.269 -0.791 0.646 0.890 2.398 -1.422
C -1.163 0.396 0.864 2.538 0.304 -1.879
S -2.589 0.261 2.032 0.772 1.670 -0.418
C -0.873 1.623 0.147 -0.208 -0.725 0.143
P -2.080 3.053 0.441 0.607 -0.778 1.094
P -3.764 2.668 -0.890 -1.925 0.635 -1.778
O -4.644 3.855 -0.807 1.227 -1.607 0.001
O -3.241 2.344 -2.429 -0.236 -0.229 2.038
O -4.528 1.261 -0.356 2.341 1.180 -0.600
C 0.316 1.782 -0.781 -1.164 -1.683 1.690
N 0.486 3.026 -1.366 2.520 -2.602 -1.191
C 1.572 2.989 -2.174 0.058 0.233 0.167
C 2.482 1.817 -2.392 -1.125 -0.413 0.848
N 2.286 0.615 -1.811 -0.999 2.630 0.002
C 1.184 0.608 -0.967 -0.677 -0.569 0.667
H 1.548 -4.622 2.757 0.429 0.702 -0.946
H 0.758 -4.257 1.187 0.991 0.038 0.421
H 2.451 -4.876 1.207 -0.413 0.844 0.449
H 1.438 -2.046 2.294 0.645 -0.315 -0.598
H 3.102 -2.671 2.546 -0.843 0.196 -0.919
H 2.304 -1.892 -1.394 -0.511 -0.148 1.144
H 1.051 -2.853 -0.523 0.657 0.586 0.365
H -0.450 -1.789 1.148 0.423 0.708 -0.846
H -2.151 1.030 3.112 -0.177 -0.494 -0.673
H -1.417 4.218 -0.034 -0.266 -0.599 -0.420
H -2.594 1.615 -2.464 -0.280 0.354 -0.177
H -3.850 0.562 -0.484 -0.842 0.095 -0.112
H 1.826 3.941 -2.716 -0.320 -1.078 0.622
H 3.361 1.935 -3.066 -0.851 -0.117 0.591
Pb -1.956 -2.105 2.789 0.338 -0.894 0.478
```
Forces are in eV/Å.


The following is a quantum chemistry calculation of C11H14N4OS in the gas phase, from the Open Molecules 2025 dataset.

Values from the calculation:
2S+1: 1
Kohn-Sham gap: 8.64 eV
relative energy (zero: lowest compared OMol25 entry of this formula, charge and spin): 151.95 kJ/mol
SMILES: OCn1cnc2c(SC3CCCC3)ncnc21

Structure (XYZ):
```
31
Properties=species:S:1:pos:R:3:forces:R:3
O -3.466 -3.491 -0.607 0.734 -2.529 -0.212
C -2.199 -4.107 -0.248 -2.114 3.122 -0.442
N -1.521 -3.095 0.555 1.825 -1.242 1.919
C -0.264 -3.250 1.153 1.341 -0.368 -1.243
N 0.365 -2.151 1.444 -1.204 0.744 0.753
C -0.626 -1.188 1.248 -0.325 2.404 -0.273
C -0.730 0.256 1.336 -0.819 -0.511 0.094
S 0.500 1.362 1.932 1.215 0.265 -0.614
C 1.390 1.618 0.301 0.886 -3.300 0.558
C 2.760 2.284 0.424 -0.818 1.946 -0.902
C 3.100 2.527 -1.110 1.790 1.320 2.055
C 1.830 2.714 -1.836 -2.544 1.991 0.810
C 0.653 2.275 -0.795 -0.200 2.258 -0.016
N -1.878 0.926 1.036 0.520 -1.392 0.293
C -2.927 0.193 0.674 -0.703 -1.207 -0.796
N -2.961 -1.138 0.489 1.350 0.185 0.184
C -1.786 -1.780 0.744 -1.515 1.408 -0.653
H -3.532 -2.550 -0.380 0.255 0.155 0.307
H -1.625 -4.259 -1.135 0.452 -0.125 -0.780
H -2.287 -5.043 0.257 -0.488 -0.473 0.674
H 0.335 -4.166 1.242 -0.995 -0.033 -0.340
H 1.500 0.559 -0.074 0.579 0.706 0.678
H 2.692 3.246 1.031 -0.089 -0.919 -0.941
H 3.514 1.714 0.892 0.642 -0.911 0.575
H 3.791 3.407 -1.270 -0.614 -0.959 0.363
H 3.628 1.667 -1.466 0.346 -0.637 -0.173
H 1.661 3.809 -2.059 0.125 -1.107 0.157
H 1.906 2.235 -2.790 -0.709 -0.611 -0.498
H -0.117 1.618 -1.208 -0.013 0.407 -0.017
H 0.189 3.150 -0.196 0.257 -0.731 -1.921
H -3.896 0.661 0.416 0.833 0.142 0.402
```
Forces are in eV/Å.


The following is a quantum chemistry calculation of C11H14N6O in the gas phase, from the Open Molecules 2025 dataset.

Values from the calculation:
2S+1: 1
Kohn-Sham gap: 9.33 eV
relative energy (zero: lowest compared OMol25 entry of this formula, charge and spin): 3.20 kJ/mol
SMILES: C=CCOc1cccc(CNn2nnnc2N)c1

Structure (XYZ):
```
32
Properties=species:S:1:pos:R:3:forces:R:3
C 3.079 2.898 4.187 0.048 0.043 0.035
C 2.434 1.767 3.975 -0.191 -0.191 -0.292
C 2.489 0.994 2.693 0.410 -0.018 0.025
O 1.172 0.583 2.375 -0.164 0.032 0.034
C 0.967 -0.135 1.240 -0.168 -0.102 -0.157
C 1.962 -0.561 0.367 0.153 0.189 0.253
C 1.622 -1.295 -0.756 -0.108 -0.057 -0.082
C 0.305 -1.609 -1.027 -0.002 -0.110 0.048
C -0.697 -1.186 -0.161 0.070 -0.113 0.068
C -2.146 -1.420 -0.492 0.263 0.023 -0.038
N -2.776 -0.237 -1.106 -0.218 0.110 0.190
N -2.147 0.142 -2.274 -0.293 -0.294 -1.383
N -1.037 0.905 -2.368 0.354 0.339 1.222
N -0.748 0.990 -3.591 0.711 0.559 -0.017
N -1.595 0.309 -4.360 -0.949 -0.822 -0.625
C -2.482 -0.224 -3.544 0.454 0.590 0.822
N -3.584 -0.938 -3.855 -0.266 -0.182 -0.037
C -0.362 -0.452 0.963 0.141 -0.041 0.026
H 3.026 3.412 5.131 -0.022 0.047 0.208
H 3.694 3.352 3.428 0.086 0.074 -0.211
H 1.811 1.321 4.738 -0.053 -0.019 0.180
H 3.132 0.109 2.831 -0.110 0.103 -0.109
H 2.907 1.611 1.887 -0.018 -0.096 0.070
H 2.999 -0.326 0.547 0.079 0.036 0.055
H 2.400 -1.617 -1.431 0.079 -0.016 -0.053
H 0.055 -2.177 -1.911 -0.049 -0.036 -0.101
H -2.251 -2.250 -1.196 -0.019 0.030 0.128
H -2.730 -1.640 0.404 0.005 -0.037 -0.066
H -2.720 0.547 -0.457 -0.086 -0.032 -0.265
H -3.618 -1.331 -4.779 -0.010 -0.048 0.018
H -4.037 -1.436 -3.108 -0.027 -0.009 -0.070
H -1.122 -0.109 1.650 -0.104 0.051 0.125
```
Forces are in eV/Å.


The following is a quantum chemistry calculation of 2 unconnected molecules or ions with the total composition C11H14N6O4, from the Open Molecules 2025 dataset.

Values from the calculation:
2S+1: 1
Kohn-Sham gap: 6.56 eV
relative energy (zero: lowest compared OMol25 entry of this formula, charge and spin): 395.71 kJ/mol
SMILES: O=[N+]([O-])c1ccc2nnnn2c1.COC(=O)[C@H]1CCCN1

Structure (XYZ):
```
35
Properties=species:S:1:pos:R:3:forces:R:3
O -2.737 -0.812 1.947 0.223 2.447 0.166
N -2.608 0.436 2.019 -2.940 -1.779 0.750
O -3.540 1.196 2.362 2.264 -1.109 -0.754
C -1.325 0.958 1.677 1.821 0.056 -0.586
C -1.042 2.358 1.738 0.226 0.164 -0.100
C 0.186 2.844 1.354 -0.177 -0.147 -0.017
C 1.169 1.933 0.890 0.818 -0.997 -0.359
N 2.443 2.040 0.446 -1.029 -0.742 0.399
N 2.876 0.766 0.219 -2.143 0.262 0.831
N 1.943 -0.114 0.493 0.534 0.764 -0.450
N 0.842 0.587 0.893 0.656 0.412 0.035
C -0.362 0.056 1.270 -0.121 0.652 -0.119
H -1.843 3.001 2.093 0.247 -0.009 -0.080
H 0.489 3.886 1.381 -0.408 -0.060 0.093
H -0.489 -1.019 1.174 0.026 0.273 0.089
C 0.110 -5.749 0.364 -0.122 -0.341 -0.016
O 0.345 -5.159 1.650 0.083 0.343 -0.509
C 0.910 -3.946 1.559 0.229 0.062 0.106
O 1.183 -3.393 0.514 -0.380 -0.452 0.635
C 1.137 -3.337 2.935 -0.843 -0.780 -0.283
C 1.882 -4.226 3.972 -0.134 0.009 -0.658
C 2.835 -3.255 4.684 -0.041 0.145 -0.003
C 2.827 -1.947 3.846 0.376 0.267 0.626
N 1.924 -2.203 2.774 0.660 1.264 -0.390
H -0.495 -6.629 0.574 0.059 0.015 -0.167
H -0.418 -5.053 -0.296 0.129 -0.182 0.173
H 1.068 -6.030 -0.087 -0.247 0.051 0.006
H 0.117 -3.109 3.305 -0.047 -0.213 0.138
H 1.158 -4.710 4.630 0.228 -0.001 -0.010
H 2.458 -5.005 3.454 -0.257 0.144 0.081
H 2.497 -3.061 5.704 0.114 0.007 -0.100
H 3.842 -3.673 4.732 -0.118 0.049 0.101
H 2.497 -1.114 4.489 0.142 -0.024 -0.047
H 3.836 -1.704 3.481 -0.213 0.006 0.055
H 1.793 -1.573 1.988 0.387 -0.555 0.363
```
Forces are in eV/Å.


The following is a quantum chemistry calculation of a molecular structure, C11H14NO2, from the Open Molecules 2025 dataset.

Values from the calculation:
net charge: -1
2S+1: 1
Kohn-Sham gap: 7.36 eV
relative energy (zero: lowest compared OMol25 entry of this formula, charge and spin): 0.00 kJ/mol

Structure (XYZ):
```
28
Properties=species:S:1:pos:R:3:forces:R:3
C 1.017 2.397 -0.547 0.507 0.074 -0.501
C 1.681 -0.943 -0.098 1.637 -0.679 0.940
C 2.149 0.225 0.464 -2.872 2.008 -0.738
C 0.511 -1.277 -0.824 0.036 2.047 0.720
C 0.620 1.456 0.462 1.938 -1.298 -0.599
C -0.627 -0.220 -0.929 2.399 1.564 -2.115
C -0.663 0.689 0.276 -2.598 0.480 0.909
C 2.606 -2.133 0.197 -0.511 1.793 -1.335
C -1.906 -0.871 -1.280 0.070 -0.940 -2.817
C -1.930 1.730 0.171 -0.078 -0.053 1.175
C -0.935 -0.098 1.608 0.087 -0.584 -2.282
N 1.511 3.064 -1.357 -0.552 -0.099 0.351
O 3.160 0.695 0.925 -0.274 -0.506 0.091
O 0.412 -2.377 -1.341 -0.733 -0.958 -0.641
H 0.769 1.874 1.437 -0.160 0.282 0.606
H -0.290 0.518 -1.816 -0.633 -1.673 1.509
H 3.409 -2.075 -0.555 -0.012 -0.750 0.386
H 1.900 -2.936 0.055 0.683 -0.961 0.301
H 2.977 -1.913 1.181 0.453 -0.709 0.509
H -1.691 -1.894 -1.725 -0.147 1.363 0.007
H -2.464 -0.229 -2.001 -0.011 -0.730 0.686
H -2.450 -1.124 -0.434 -1.441 -0.019 1.679
H -2.958 1.416 0.560 1.434 -0.398 -0.532
H -2.098 2.110 -0.818 0.118 -0.020 -0.808
H -1.752 2.651 0.773 0.371 -0.613 -0.173
H -1.727 -0.872 1.557 0.183 0.738 -0.127
H -1.198 0.734 2.173 -0.520 0.775 2.183
H -0.034 -0.597 1.886 0.624 -0.134 0.615
```
Forces are in eV/Å.


The following is a quantum chemistry calculation of C11H14NOPS in the gas phase, from the Open Molecules 2025 dataset.

Values from the calculation:
2S+1: 1
Kohn-Sham gap: 9.64 eV
relative energy (zero: lowest compared OMol25 entry of this formula, charge and spin): 0.00 kJ/mol
SMILES: CC(C)(C)[P@@](=O)(SC#N)c1ccccc1

Structure (XYZ):
```
29
Properties=species:S:1:pos:R:3:forces:R:3
C -0.894 -0.461 -2.031 -0.075 -0.025 0.157
C -0.593 0.857 -1.336 -0.026 -0.169 0.615
C -1.579 1.950 -1.719 -0.131 0.124 0.185
C 0.846 1.300 -1.603 0.077 0.016 0.114
P -0.657 0.688 0.527 -0.641 -2.157 -0.510
O -0.697 1.944 1.263 0.019 0.704 0.358
S -2.537 -0.695 0.951 1.497 0.682 -0.176
C -3.499 0.665 0.914 -0.296 -0.109 -0.057
N -4.164 1.598 0.853 -0.464 0.602 0.011
C 0.588 -0.504 1.121 -0.423 0.364 -0.221
C 1.737 0.021 1.696 0.022 0.076 -0.027
C 2.689 -0.832 2.229 0.069 -0.016 0.034
C 2.484 -2.203 2.203 0.013 0.022 -0.002
C 1.335 -2.724 1.629 -0.006 -0.138 -0.023
C 0.388 -1.879 1.082 0.012 0.077 -0.027
H -0.193 -1.234 -1.713 0.016 -0.109 -0.069
H -1.909 -0.794 -1.814 0.049 -0.029 -0.061
H -0.799 -0.332 -3.109 0.057 0.021 -0.064
H -2.606 1.628 -1.554 -0.073 0.021 -0.016
H -1.465 2.214 -2.769 0.073 -0.053 -0.107
H -1.405 2.839 -1.114 -0.061 0.069 -0.053
H 1.056 2.231 -1.080 0.101 0.118 -0.007
H 1.557 0.544 -1.268 0.087 -0.015 -0.059
H 0.993 1.461 -2.670 -0.044 0.007 -0.076
H 1.866 1.094 1.730 0.048 0.060 0.070
H 3.584 -0.427 2.676 0.061 0.038 0.044
H 3.214 -2.869 2.640 0.062 -0.022 0.016
H 1.169 -3.792 1.619 0.011 -0.052 -0.012
H -0.512 -2.288 0.647 -0.035 -0.105 -0.040
```
Forces are in eV/Å.


Number 1: molar mass 539.458 Da, largest force on an atom 3.813 eV/Å, electronic energy -57444.7881 eV. Number 2: molar mass 250.327 Da, largest force on an atom 3.796 eV/Å, electronic energy -30475.8491 eV. Number 3: molar mass 246.274 Da, largest force on an atom 1.444 eV/Å, electronic energy -22619.4643 eV. Number 4: molar mass 294.271 Da, largest force on an atom 3.517 eV/Å, electronic energy -28759.7490 eV. Number 5: molar mass 192.238 Da, largest force on an atom 3.581 eV/Å, electronic energy -17218.9282 eV. Number 6: molar mass 239.280 Da, largest force on an atom 2.307 eV/Å, electronic energy -35296.6094 eV.